{"formula": "C19H20F4N2O4Ta", "method": "wB97M-V/def2-TZVPD", "multiplicity": 1, "total_energy_ha": -1602.79440, "lumo_ev": -4.5, "total_charge": 1, "e_homo_ev": -12.216, "symbols": ["Ta", "F", "F", "F", "F", "O", "O", "O", "O", "N", "N", "C", "C", "C", "C", "C", "C", "C", "C", "C", "C", "C", "C", "C", "C", "C", "C", "C", "C", "C", "H", "H", "H", "H", "H", "H", "H", "H", "H", "H", "H", "H", "H", "H", "H", "H", "H", "H", "H", "H"], "coordinates": [[0.06454, 0.54782, 1.02469], [-4.43385, 3.32491, -2.87650], [-0.46180, 5.15694, -1.15508], [0.20499, 2.65449, -0.20715], [-3.78571, 0.92614, -1.96543], [-0.42406, -0.66040, 2.43754], [-1.09209, 1.66492, 2.08586], [-1.80786, -1.03532, 4.16930], [-2.41072, 1.82246, 3.90415], [-1.22718, 0.57952, -0.51953], [0.42924, -1.46067, -0.11740], [-1.34059, -0.30607, 3.36756], [-0.98639, -1.84887, -0.37061], [-1.28292, 4.13678, -1.37240], [2.22718, 0.83718, 2.68638], [-2.47160, 4.30321, -2.05712], [1.23208, -3.89991, 0.02272], [-2.93378, 1.93675, -1.76599], [-1.78612, -0.69864, -0.97498], [3.03713, -0.19066, 2.29038], [1.90101, 1.64867, 1.52419], [1.08485, -2.54279, 0.69320], [1.18816, -1.22772, -1.40330], [0.85053, -2.10386, -2.60447], [-1.70319, 1.20644, 3.18657], [3.31059, -0.04231, 0.88745], [-1.73314, 1.74859, -1.08163], [-3.27702, 3.19695, -2.23934], [2.66133, 1.07143, 0.41931], [-0.95724, 2.88588, -0.91110], [2.06896, -2.17161, 0.96857], [-0.14083, -1.90957, -3.00566], [-2.77129, 5.27215, -2.42928], [-1.40761, -2.13881, 0.59309], [1.62100, -4.59423, 0.76696], [-1.76777, -0.72326, -2.06499], [1.94373, -3.87985, -0.80137], [0.94138, -3.16784, -2.39937], [1.05142, -0.18317, -1.69186], [3.95630, -0.69004, 0.31215], [-2.82682, -0.80891, -0.66978], [0.50547, -2.63910, 1.60922], [3.41651, -0.98177, 2.91934], [1.72747, 2.71522, 1.61266], [-1.04378, -2.71349, -1.02803], [1.84590, 1.01315, 3.68179], [2.71390, 1.48683, -0.57616], [1.56336, -1.86118, -3.39233], [2.24041, -1.34858, -1.15208], [0.28596, -4.30782, -0.33019]], "forces_ev_per_a": [[1.29, -0.36, -0.82], [-0.01, -0.02, -0.02], [0.03, 0.01, 0.02], [-0.08, 0.04, 0.06], [-0.01, -0.01, 0.00], [0.15, -0.41, -0.35], [0.34, 0.29, -0.42], [0.10, 0.12, -0.08], [0.11, -0.09, -0.10], [0.03, -0.15, 0.22], [-0.19, -0.14, -0.05], [-0.54, 0.15, 0.55], [-0.13, 0.10, 0.03], [-0.01, -0.03, 0.00], [-0.27, 0.10, 0.06], [-0.01, -0.01, 0.00], [0.05, -0.01, 0.05], [0.09, -0.08, 0.03], [0.00, -0.09, 0.00], [-0.11, -0.06, -0.07], [0.37, 0.59, 0.30], [0.02, -0.07, 0.05], [0.05, 0.08, -0.02], [-0.05, -0.05, 0.06], [-0.43, -0.28, 0.70], [-0.11, -0.05, 0.07], [-0.11, 0.40, -0.14], [0.05, 0.03, 0.01], [-0.50, 0.09, -0.11], [-0.06, -0.15, 0.00], [-0.04, -0.01, 0.00], [-0.07, 0.01, -0.01], [0.00, 0.01, 0.00], [0.02, 0.00, -0.01], [0.00, 0.00, 0.02], [0.06, 0.00, -0.03], [-0.01, -0.03, 0.07], [-0.05, 0.09, -0.06], [-0.01, -0.01, 0.02], [0.00, -0.01, -0.01], [0.00, 0.00, -0.04], [0.00, 0.01, -0.01], [-0.01, -0.01, 0.01], [-0.05, -0.01, -0.02], [0.01, -0.04, 0.02], [0.07, 0.01, 0.02], [0.05, 0.01, 0.00], [0.01, 0.02, 0.00], [-0.04, 0.03, 0.01], [0.00, -0.01, -0.01]]}